2 unconnected molecules or ions with the total composition C4H8O in a non-equilibrium geometry. Source: OMol25; level of theory: the ωB97M-V functional and the def2-TZVPD basis.

**Energy above the lowest of the compared OMol25 structures with the same formula, charge and spin**: 3.197 eV
**SMILES**: C=CC.C=O
**Energy**: -232.32814 Ha
**HOMO**: -9.0 eV
**Orbital gap**: 9.31 eV

ORCA input file:
```
! RIJCOSX wB97M-V def2-TZVPD def2/J DEFGRID3
* xyz 0 1
C -0.1587 1.1447 1.0045
C 0.5440 0.3737 0.1858
C 0.5149 -1.0431 0.7052
H 0.2606 2.0322 1.4300
H -1.0645 0.7206 1.4392
H 1.3710 0.7346 -0.4277
H 0.5767 -0.9766 1.8003
H -0.3807 -1.6184 0.4579
H 1.4322 -1.5079 0.3629
C -0.7561 0.0396 -1.6984
O -0.6195 1.0923 -2.2737
H -0.1307 -0.8536 -1.9129
H -1.5911 -0.1858 -1.0044
*
```

A molecular structure, C3H4LiO3Tl in a non-equilibrium geometry. Source: OMol25; level of theory: the ωB97M-V functional and the def2-TZVPD basis.

**Energy above the lowest of the compared OMol25 structures with the same formula, charge and spin**: 5.790 eV
**Energy**: -522.20750 Ha
**HOMO**: -6.8 eV
**Orbital gap**: 5.58 eV

ORCA input file:
```
! RIJCOSX wB97M-V def2-TZVPD def2/J DEFGRID3
* xyz 0 1
O 0.1497 1.5615 1.0370
C -0.6635 0.6737 1.6090
C 0.2292 1.2475 -0.3936
O -1.1623 0.7559 2.7034
O -0.7302 -0.3604 0.7966
C 0.4823 -0.2394 -0.3589
H 1.1066 1.7814 -0.7751
H -0.7225 1.4709 -0.9043
H 1.4274 -0.3101 -0.9284
Tl -0.2656 -2.6926 0.5800
Li -0.8408 -1.4845 -2.1818
H 0.9896 -2.4039 -1.1841
*
```

5 unconnected molecules or ions with the total composition C5H18NO6 in a non-equilibrium geometry. Source: OMol25; level of theory: the ωB97M-V functional and the def2-TZVPD basis.

**Energy above the lowest of the compared OMol25 structures with the same formula, charge and spin**: 1.023 eV
**Energy**: -707.59918 Ha
**HOMO**: -5.4 eV
**Orbital gap**: 8.75 eV

ORCA input file:
```
! RIJCOSX wB97M-V def2-TZVPD def2/J DEFGRID3
* xyz -1 1
C 1.5817 -1.0395 1.0245
C 1.7439 -1.2292 -0.4890
C 0.1443 -0.8003 1.4193
N -0.2342 0.6139 1.2980
C -1.6709 0.8081 1.0656
C -2.1381 1.0078 -0.3996
O -1.2274 0.8924 -1.2843
O -3.3250 1.2979 -0.5521
H 2.2625 -0.2515 1.3561
H 1.9672 -1.9349 1.5240
H 1.2071 -2.1159 -0.8227
H 1.2133 -0.4059 -0.9938
H 2.7609 -1.1505 -0.8628
H -0.0014 -1.1087 2.4665
H -0.5589 -1.4837 0.9276
H 0.1847 0.9607 0.4571
H -2.0369 1.6674 1.6340
H -2.2060 -0.0517 1.4795
H 0.5939 1.3153 3.0021
H 0.3947 2.7880 3.2532
O 0.9431 2.0524 3.5417
H 0.2893 -1.8796 -3.8315
H 1.0180 -1.8377 -2.5616
O 1.1271 -2.1878 -3.4600
H -2.2739 -1.6138 -1.6915
H -0.9923 -1.0163 -1.1878
O -1.3756 -1.8748 -1.4538
H -0.5085 2.6543 -1.8493
H 0.7476 2.8506 -1.0761
O 0.3699 3.0732 -1.9334
*
```

2 unconnected molecules or ions with the total composition CH6S in a non-equilibrium geometry. Source: OMol25; level of theory: the ωB97M-V functional and the def2-TZVPD basis.

**Energy above the lowest of the compared OMol25 structures with the same formula, charge and spin**: 0.062 eV
**SMILES**: C.S
**Energy**: -439.86344 Ha
**HOMO**: -9.8 eV
**Orbital gap**: 10.72 eV

ORCA input file:
```
! RIJCOSX wB97M-V def2-TZVPD def2/J DEFGRID3
* xyz 0 1
C 1.0200 -1.0204 0.5935
H 1.9274 -1.1699 1.1931
H 1.2440 -1.4687 -0.3711
H 0.2348 -1.5773 1.0918
H 0.7471 0.0243 0.5356
S -1.4270 1.1865 -0.9424
H -2.4941 1.6201 -1.6328
H -1.2523 2.4054 -0.4677
*
```

5 unconnected molecules or ions with the total composition C3H17N2O5S2 in a non-equilibrium geometry. Source: OMol25; level of theory: the ωB97M-V functional and the def2-TZVPD basis.

**Energy**: -1406.37738 Ha
**HOMO**: -12.5 eV
**Orbital gap**: 9.76 eV

ORCA input file:
```
! RIJCOSX wB97M-V def2-TZVPD def2/J DEFGRID3
* xyz 1 1
S -1.5663 2.9249 1.0701
S -1.8750 2.5288 -0.9442
C -1.8235 0.7482 -1.0337
C -0.4444 0.2022 -1.3513
C -0.6373 -0.8724 -2.4526
N -0.4534 -0.4479 -3.7182
O -0.6936 -2.0589 -2.1605
N 0.1459 -0.5435 -0.2157
H -2.7640 2.6564 1.5412
H -2.3036 0.1998 -0.2032
H -2.5957 0.3187 -1.7024
H 0.3690 0.9284 -1.6334
H -0.4552 0.5550 -3.7854
H -0.3339 -0.9780 -4.5767
H -0.1584 -0.1123 0.7110
H -0.2429 -1.5358 -0.1699
H 1.1851 -0.6632 -0.3333
H -0.4680 -1.4979 2.2304
H -1.9560 -0.8531 2.6780
O -1.3020 -1.0742 2.0181
H 1.1671 2.6979 2.7918
H 2.6328 2.6073 2.6916
O 1.8478 2.0206 2.6518
H 0.5620 -3.3929 1.1180
H 1.9796 -3.0629 1.2323
O 1.1499 -2.6161 1.0282
H 3.7817 0.4186 0.7634
H 2.3823 0.6375 1.2602
O 2.8700 0.2648 0.4945
*
```

Copy entry 4 word for word.
2 unconnected molecules or ions with the total composition CH6S in a non-equilibrium geometry. Source: OMol25; level of theory: the ωB97M-V functional and the def2-TZVPD basis.

**Energy above the lowest of the compared OMol25 structures with the same formula, charge and spin**: 0.062 eV
**SMILES**: C.S
**Energy**: -439.86344 Ha
**HOMO**: -9.8 eV
**Orbital gap**: 10.72 eV

ORCA input file:
```
! RIJCOSX wB97M-V def2-TZVPD def2/J DEFGRID3
* xyz 0 1
C 1.0200 -1.0204 0.5935
H 1.9274 -1.1699 1.1931
H 1.2440 -1.4687 -0.3711
H 0.2348 -1.5773 1.0918
H 0.7471 0.0243 0.5356
S -1.4270 1.1865 -0.9424
H -2.4941 1.6201 -1.6328
H -1.2523 2.4054 -0.4677
*
```

- Look up the HOMO of the first one.
  -9.0 eV

- orbital gap of number 2 (C3H4LiO3Tl)?
  5.58 eV

What did the third record say?
5 unconnected molecules or ions with the total composition C5H18NO6 in a non-equilibrium geometry. Source: OMol25; level of theory: the ωB97M-V functional and the def2-TZVPD basis.

**Energy above the lowest of the compared OMol25 structures with the same formula, charge and spin**: 1.023 eV
**Energy**: -707.59918 Ha
**HOMO**: -5.4 eV
**Orbital gap**: 8.75 eV

ORCA input file:
```
! RIJCOSX wB97M-V def2-TZVPD def2/J DEFGRID3
* xyz -1 1
C 1.5817 -1.0395 1.0245
C 1.7439 -1.2292 -0.4890
C 0.1443 -0.8003 1.4193
N -0.2342 0.6139 1.2980
C -1.6709 0.8081 1.0656
C -2.1381 1.0078 -0.3996
O -1.2274 0.8924 -1.2843
O -3.3250 1.2979 -0.5521
H 2.2625 -0.2515 1.3561
H 1.9672 -1.9349 1.5240
H 1.2071 -2.1159 -0.8227
H 1.2133 -0.4059 -0.9938
H 2.7609 -1.1505 -0.8628
H -0.0014 -1.1087 2.4665
H -0.5589 -1.4837 0.9276
H 0.1847 0.9607 0.4571
H -2.0369 1.6674 1.6340
H -2.2060 -0.0517 1.4795
H 0.5939 1.3153 3.0021
H 0.3947 2.7880 3.2532
O 0.9431 2.0524 3.5417
H 0.2893 -1.8796 -3.8315
H 1.0180 -1.8377 -2.5616
O 1.1271 -2.1878 -3.4600
H -2.2739 -1.6138 -1.6915
H -0.9923 -1.0163 -1.1878
O -1.3756 -1.8748 -1.4538
H -0.5085 2.6543 -1.8493
H 0.7476 2.8506 -1.0761
O 0.3699 3.0732 -1.9334
*
```